No. 1
C22H35F17NO12P2S2 | ωB97M-V with the def2-TZVPD basis set

Geometry (Å):
O: -2.195 -3.187 7.704
S: -1.948 -2.680 6.377
O: -2.935 -3.016 5.384
N: -0.448 -3.073 5.998
S: 0.229 -2.422 4.720
O: 1.281 -3.306 4.260
O: -0.675 -2.014 3.659
C: 1.117 -0.937 5.244
C: 0.215 0.311 5.093
C: 0.690 1.148 3.925
F: 0.722 0.408 2.799
F: 1.975 1.516 4.157
C: -0.132 2.453 3.588
F: 0.671 3.517 3.838
F: -0.411 2.517 2.281
C: -1.417 2.752 4.406
F: -1.128 2.842 5.713
F: -1.802 3.994 4.041
C: -2.592 1.724 4.196
F: -2.781 1.089 5.367
F: -2.232 0.843 3.252
C: -3.957 2.353 3.850
F: -4.239 3.209 4.859
F: -3.908 3.088 2.735
C: -5.188 1.365 3.765
F: -6.104 1.943 2.963
F: -5.735 1.293 4.988
C: -5.007 -0.099 3.274
F: -6.236 -0.664 3.382
F: -4.208 -0.803 4.083
C: -4.554 -0.284 1.773
F: -5.603 -0.672 1.023
F: -4.065 0.853 1.252
F: -3.632 -1.251 1.705
H: -1.984 -1.323 6.453
H: 1.987 -0.899 4.594
H: 1.420 -1.084 6.277
H: 0.342 0.912 5.994
H: -0.799 -0.059 4.973
O: 0.040 -2.270 -2.785
P: 0.109 -3.641 -2.275
O: 0.778 -3.762 -0.848
C: 0.607 -2.727 0.147
C: -0.754 -2.784 0.798
O: 1.299 -4.375 -3.120
C: 1.692 -3.888 -4.398
C: 3.040 -3.203 -4.304
O: -0.945 -4.804 -2.326
C: -0.636 -6.099 -1.764
C: -1.373 -6.312 -0.455
H: 0.791 -1.744 -0.292
H: 1.381 -2.896 0.893
H: -1.548 -2.676 0.050
H: -0.853 -1.992 1.531
H: -0.905 -3.737 1.304
H: 0.942 -3.208 -4.804
H: 1.754 -4.751 -5.065
H: 3.015 -2.414 -3.551
H: 3.325 -2.767 -5.264
H: 3.808 -3.916 -4.002
H: 0.437 -6.225 -1.644
H: -0.972 -6.820 -2.509
H: -2.305 -5.748 -0.439
H: -0.771 -5.982 0.390
H: -1.593 -7.370 -0.311
O: 1.947 3.374 -2.554
P: 2.559 3.330 -3.880
O: 1.932 4.430 -4.865
C: 1.479 5.679 -4.339
C: 2.627 6.620 -4.030
O: 2.007 2.010 -4.624
C: 1.529 0.878 -3.876
C: 0.024 0.785 -3.949
O: 4.061 3.232 -4.350
C: 4.395 3.242 -5.751
C: 5.001 4.573 -6.158
H: 0.862 5.520 -3.454
H: 0.836 6.113 -5.105
H: 3.311 6.174 -3.305
H: 2.252 7.557 -3.619
H: 3.201 6.841 -4.931
H: 1.860 0.933 -2.839
H: 1.984 -0.007 -4.324
H: -0.438 1.715 -3.612
H: -0.339 -0.036 -3.333
H: -0.298 0.619 -4.979
H: 3.529 2.993 -6.359
H: 5.126 2.444 -5.875
H: 5.512 5.038 -5.315
H: 4.231 5.261 -6.505
H: 5.711 4.434 -6.973

Summary:
LUMO energy ... 2.128 eV
HOMO energy ... -6.6 eV
Max |F| ... 4.3 eV/Å
Net charge ... -1
Spin multiplicity ... 1

=====

No. 2
C22H35F5O19 | ωB97M-V with the def2-TZVPD basis set

Geometry (Å):
O: 2.236 1.086 -2.757
C: 2.575 2.238 -2.633
O: 2.040 3.067 -1.756
C: 2.501 4.390 -2.059
C: 3.687 4.138 -2.892
F: 4.858 4.097 -2.224
O: 3.468 2.834 -3.392
H: 1.776 4.911 -2.685
H: 2.629 5.035 -1.190
H: 3.833 4.872 -3.684
O: -3.498 -3.358 7.549
C: -3.576 -2.839 6.442
O: -2.776 -1.848 6.044
C: -3.098 -1.402 4.741
C: -3.880 -2.593 4.201
F: -3.136 -3.451 3.492
O: -4.357 -3.215 5.400
H: -3.658 -0.467 4.751
H: -2.100 -1.283 4.321
H: -4.740 -2.389 3.563
O: -2.219 -1.154 1.533
C: -1.352 -0.722 0.720
O: -0.579 -1.571 0.041
C: 0.399 -0.770 -0.705
C: -0.163 0.543 -0.650
F: -0.845 0.740 -1.765
O: -0.935 0.510 0.502
H: 1.384 -0.774 -0.239
H: 0.542 -1.078 -1.741
H: 0.619 1.302 -0.633
O: 1.305 0.076 3.887
C: 0.866 -1.054 3.936
O: 0.861 -1.959 2.936
C: 0.279 -3.203 3.218
C: 0.025 -3.031 4.697
F: 0.878 -3.725 5.404
O: 0.269 -1.632 4.966
H: -0.697 -3.212 2.733
H: 0.920 -4.045 2.956
H: -0.970 -3.309 5.043
O: 0.806 -3.703 -1.292
C: 0.265 -4.578 -0.654
O: -0.390 -5.564 -1.229
C: -0.984 -6.394 -0.227
C: -0.525 -5.797 1.082
F: 0.316 -6.587 1.795
O: 0.193 -4.659 0.732
H: -2.063 -6.545 -0.255
H: -0.548 -7.359 -0.485
H: -1.359 -5.584 1.750
C: -2.117 3.731 -4.713
C: -0.741 3.989 -4.088
C: -1.129 4.723 -2.834
O: -2.349 4.161 -2.420
C: -2.951 3.463 -3.441
H: -2.104 2.922 -5.443
H: -2.535 4.564 -5.279
H: -0.054 4.582 -4.692
H: -0.332 2.981 -4.013
H: -1.412 5.719 -3.175
H: -0.425 4.781 -2.004
H: -4.017 3.656 -3.563
H: -2.880 2.409 -3.172
C: 0.711 -1.255 -5.217
O: 0.092 -0.002 -4.697
H: 0.091 -1.775 -5.948
H: 1.747 -1.150 -5.540
H: 0.642 -1.943 -4.374
H: 0.739 0.418 -4.126
C: 3.724 0.041 1.076
O: 4.377 0.609 -0.082
H: 2.768 0.563 1.103
H: 3.579 -1.023 0.887
H: 4.303 0.236 1.980
H: 4.243 1.558 -0.138
C: 0.755 4.164 1.586
O: 1.303 2.829 1.823
H: 0.554 4.737 2.491
H: 1.502 4.709 1.009
H: -0.185 4.113 1.036
H: 1.019 2.505 2.681

Summary:
LUMO energy ... 0.269 eV
HOMO energy ... -9.4 eV
Max |F| ... 4.8 eV/Å
SMILES ... O=C1OC[C@@H](F)O1.O=C1OC[C@@H](F)O1.O=C1OC[C@@H](F)O1.O=C1OC[C@@H](F)O1.O=C1OC[C@@H](F)O1.C1CCOC1.CO.CO.CO
Net charge ... 0
Spin multiplicity ... 1
Relative energy (zero: lowest compared OMol25 entry of this formula, charge and spin) ... 131.1 kJ/mol

=====

No. 3
C22H35GeN9O2PbS | ωB97M-V with the def2-TZVPD basis set

Geometry (Å):
Pb: 0.772 1.076 -0.536
N: -2.036 2.335 -3.939
C: -1.458 2.141 -2.745
S: -0.841 0.502 -2.462
N: -1.360 3.117 -1.914
N: -0.706 2.941 -0.752
C: -1.117 3.562 0.317
C: -2.268 4.459 0.365
C: -2.544 5.335 -0.687
C: -3.631 6.183 -0.621
C: -4.466 6.165 0.484
C: -4.209 5.290 1.528
C: -3.118 4.445 1.478
C: -0.397 3.292 1.565
C: -0.315 4.250 2.575
C: 0.359 3.940 3.743
C: 0.932 2.683 3.875
C: 0.821 1.797 2.819
N: 0.184 2.090 1.693
H: -2.306 1.530 -4.481
H: -2.566 3.183 -4.079
H: -1.883 5.364 -1.537
H: -3.828 6.861 -1.435
H: -5.316 6.826 0.526
H: -4.868 5.268 2.382
H: -2.948 3.749 2.286
H: -0.764 5.222 2.442
H: 0.432 4.671 4.532
H: 1.455 2.401 4.773
H: 1.258 0.810 2.870
N: 2.228 2.704 -2.307
N: 3.011 2.055 -3.269
C: 3.095 0.720 -3.359
N: 3.780 0.165 -4.343
N: 2.479 0.043 -2.383
N: 2.355 -1.244 -2.321
O: 2.792 -2.021 -3.131
O: 1.724 -1.622 -1.306
H: 1.486 3.240 -2.754
H: 2.797 3.330 -1.738
H: 3.473 2.618 -3.977
H: 4.260 0.716 -5.041
H: 3.782 -0.848 -4.440
C: 1.937 -4.083 3.990
C: 2.046 -4.547 2.543
C: 2.674 -3.490 1.640
C: 2.787 -4.000 0.209
Ge: 1.151 -3.691 -0.940
C: -0.690 -2.982 -0.501
C: -1.811 -4.005 -0.610
C: -1.624 -5.172 0.353
C: -2.739 -6.204 0.245
H: 1.538 -4.876 4.616
H: 1.278 -3.219 4.075
H: 2.916 -3.808 4.376
H: 1.051 -4.802 2.164
H: 2.665 -5.445 2.502
H: 3.670 -3.252 2.021
H: 2.086 -2.567 1.673
H: 3.014 -5.066 0.217
H: 3.591 -3.499 -0.334
H: 1.333 -4.200 -2.374
H: -0.849 -2.160 -1.206
H: -0.648 -2.564 0.506
H: -1.871 -4.385 -1.633
H: -2.754 -3.495 -0.391
H: -1.572 -4.793 1.376
H: -0.661 -5.652 0.122
H: -3.696 -5.763 0.513
H: -2.540 -7.032 0.919
H: -2.814 -6.595 -0.767

Summary:
LUMO energy ... -6.108 eV
HOMO energy ... -13.2 eV
Max |F| ... 1.5 eV/Å
Net charge ... +2
Spin multiplicity ... 1
Relative energy (zero: lowest compared OMol25 entry of this formula, charge and spin) ... 64.0 kJ/mol

=====

No. 4
C22H35MoN7O3PS4 | ωB97M-V with the def2-TZVPD basis set

Geometry (Å):
Mo: 0.956 0.922 0.798
C: -1.795 5.224 3.050
C: -1.153 5.008 1.689
N: 0.217 4.492 1.789
C: 0.524 3.232 2.033
S: 2.169 2.695 2.131
N: -0.521 2.346 2.068
N: -0.065 1.135 2.475
C: -0.279 0.367 3.465
C: -1.185 0.652 4.602
C: 0.554 -0.835 3.311
C: 0.626 -1.842 4.244
C: 1.464 -2.920 3.993
C: 2.188 -2.937 2.819
C: 2.069 -1.880 1.929
N: 1.282 -0.833 2.165
H: -2.801 5.623 2.926
H: -1.868 4.282 3.591
H: -1.218 5.928 3.649
H: -1.733 4.306 1.092
H: -1.089 5.944 1.137
H: 0.993 5.130 1.712
H: -1.657 1.623 4.476
H: -1.957 -0.118 4.644
H: -0.632 0.633 5.542
H: 0.025 -1.794 5.141
H: 1.540 -3.732 4.702
H: 2.850 -3.757 2.576
H: 2.615 -1.868 1.000
O: 0.780 2.356 -0.706
S: 1.742 2.521 -1.916
C: 1.034 3.990 -2.719
C: 0.229 3.527 -3.939
C: -0.169 2.074 -3.692
C: 1.091 1.402 -3.169
H: 1.847 4.675 -2.953
H: 0.415 4.426 -1.935
H: 0.850 3.593 -4.833
H: -0.633 4.175 -4.088
H: -0.519 1.582 -4.599
H: -0.958 2.001 -2.941
H: 1.876 1.316 -3.925
H: 0.937 0.429 -2.702
N: 3.485 -0.936 -4.289
C: 3.763 -0.743 -3.186
N: 4.121 -0.505 -1.925
C: 3.257 -0.202 -1.069
N: 2.515 0.096 -0.202
C: 2.193 -3.814 -1.716
C: 0.785 -3.924 -1.177
C: 0.614 -5.042 -0.172
O: 0.498 -2.624 -0.564
P: -0.958 -2.130 -0.155
S: -1.562 -2.648 1.608
S: -0.836 -0.087 -0.479
O: -1.799 -2.687 -1.371
C: -3.173 -2.428 -1.799
C: -3.120 -1.462 -2.965
C: -4.081 -1.958 -0.683
H: 2.474 -4.747 -2.204
H: 2.902 -3.632 -0.905
H: 2.273 -3.012 -2.449
H: 0.080 -4.046 -2.000
H: 1.294 -4.904 0.672
H: 0.846 -5.995 -0.649
H: -0.403 -5.085 0.213
H: -3.505 -3.406 -2.149
H: -2.806 -0.473 -2.629
H: -4.111 -1.377 -3.413
H: -2.425 -1.816 -3.726
H: -3.756 -0.995 -0.286
H: -4.118 -2.675 0.133
H: -5.085 -1.837 -1.090

Summary:
LUMO energy (alpha / beta) ... -3.408 / -4.283 eV
HOMO energy (alpha / beta) ... -10.5 / -10.7 eV
Max |F| ... 0.1 eV/Å
Net charge ... +1
Spin multiplicity ... 3
Relative energy (zero: lowest compared OMol25 entry of this formula, charge and spin) ... 26.8 kJ/mol

=====

No. 5
C22H35N3O3 | ωB97M-V with the def2-TZVPD basis set

Geometry (Å):
C: 3.880 3.515 1.904
C: 4.031 2.810 0.604
C: 3.474 3.032 -0.620
C: 3.991 2.032 -1.481
C: 4.825 1.264 -0.724
C: 5.652 0.057 -1.051
N: 5.045 -1.250 -0.875
C: 4.005 -1.623 -1.806
C: 2.596 -1.171 -1.405
C: 2.244 -1.678 0.000
N: 0.880 -1.239 0.317
C: -0.104 -2.168 -0.212
C: -1.494 -1.539 -0.199
C: -1.874 -1.170 1.236
C: -3.257 -0.537 1.313
O: -4.175 -1.048 1.922
N: -3.380 0.641 0.661
C: -4.628 1.355 0.563
C: -5.282 1.191 -0.823
C: -5.722 -0.265 -1.083
C: -7.207 -0.138 -1.433
C: -7.574 1.179 -0.752
O: -6.439 2.004 -0.919
C: -0.781 -0.269 1.811
C: 0.580 -0.957 1.708
C: 3.320 -1.166 0.956
C: 4.706 -1.629 0.477
O: 4.855 1.740 0.545
H: 3.483 2.840 2.662
H: 3.204 4.357 1.788
H: 4.846 3.878 2.253
H: 2.785 3.810 -0.879
H: 3.775 1.908 -2.523
H: 5.967 0.126 -2.096
H: 6.545 0.078 -0.418
H: 4.260 -1.226 -2.791
H: 4.014 -2.719 -1.870
H: 2.534 -0.083 -1.399
H: 1.884 -1.546 -2.140
H: 2.293 -2.784 0.007
H: -0.121 -3.106 0.375
H: 0.165 -2.421 -1.239
H: -1.475 -0.648 -0.829
H: -2.219 -2.242 -0.614
H: -1.925 -2.087 1.832
H: -2.606 0.987 0.118
H: -5.291 0.954 1.332
H: -4.463 2.420 0.753
H: -4.581 1.551 -1.588
H: -5.148 -0.724 -1.886
H: -5.589 -0.858 -0.179
H: -7.800 -0.974 -1.070
H: -7.341 -0.046 -2.511
H: -8.422 1.693 -1.207
H: -7.779 1.019 0.316
H: -0.732 0.669 1.256
H: -0.994 -0.040 2.857
H: 0.573 -1.876 2.323
H: 1.333 -0.279 2.108
H: 3.286 -0.079 0.995
H: 3.166 -1.559 1.962
H: 5.472 -1.240 1.150
H: 4.738 -2.725 0.520

Summary:
LUMO energy ... 0.616 eV
HOMO energy ... -8.1 eV
Max |F| ... 1.0 eV/Å
SMILES ... Cc1ccc(CN2CCC(N3CCC(C(=O)NC[C@H]4CCCO4)CC3)CC2)o1
Net charge ... 0
Spin multiplicity ... 1
Relative energy (zero: lowest compared OMol25 entry of this formula, charge and spin) ... 168.7 kJ/mol

=====

No. 6
C22H35NO3P2PtS | ωB97M-V with the def2-TZVPD basis set

Geometry (Å):
P: 1.767 2.601 -2.425
P: 2.224 0.453 -1.899
C: 3.683 2.628 -2.192
C: 3.876 1.135 -2.448
H: 3.934 2.951 -1.154
H: 4.182 3.327 -2.875
H: 4.049 0.922 -3.518
H: 4.690 0.668 -1.882
C: 2.929 -0.779 -0.727
H: 2.167 -1.563 -0.546
H: 3.127 -0.235 0.214
H: 3.866 -1.233 -1.120
C: 2.036 -0.676 -3.374
H: 2.968 -0.737 -3.965
H: 1.214 -0.357 -4.020
H: 1.792 -1.676 -2.997
C: 2.243 4.681 1.008
H: 1.651 5.589 0.799
H: 3.332 4.878 0.891
H: 2.013 4.319 2.038
C: 1.063 2.468 -4.079
H: 0.155 1.836 -4.032
H: 1.749 2.033 -4.841
H: 0.769 3.484 -4.425
Pt: 1.597 3.403 -0.579
C: 0.974 -3.935 0.920
C: 1.517 -3.374 2.028
C: 1.790 -1.962 2.571
C: 1.102 -0.757 1.876
C: -0.050 -1.184 1.007
C: -0.081 -1.509 -0.315
C: -0.445 -2.847 -0.890
C: -0.423 -3.841 0.297
C: -0.430 3.853 -0.674
H: 1.560 -4.797 0.520
H: 1.968 -4.118 2.723
H: 2.881 -1.790 2.661
H: 1.436 -2.007 3.618
H: 0.652 -0.134 2.646
H: 1.852 -0.129 1.377
H: -0.961 -1.322 1.629
H: 0.201 -0.737 -1.088
H: 0.256 -3.150 -1.690
H: -1.444 -2.889 -1.366
H: -1.156 -3.440 1.018
H: -0.737 -4.864 0.010
H: -0.940 2.958 -1.083
H: -0.468 4.683 -1.409
H: -0.927 4.181 0.258
O: -3.550 -2.370 -0.351
S: -3.945 -0.980 -0.243
O: -4.879 -0.477 -1.219
N: -2.701 -0.014 0.054
C: -2.690 0.644 1.255
O: -1.804 1.426 1.639
C: -3.858 0.193 2.066
C: -4.164 0.494 3.395
C: -5.221 -0.176 4.028
C: -5.985 -1.134 3.326
C: -5.693 -1.400 1.972
C: -4.621 -0.731 1.388
H: -3.555 1.243 3.902
H: -5.458 0.039 5.077
H: -6.803 -1.660 3.830
H: -6.275 -2.106 1.383

Summary:
LUMO energy (alpha / beta) ... -6.019 / -9.164 eV
HOMO energy (alpha / beta) ... -11.9 / -13.8 eV
Max |F| ... 6.1 eV/Å
Net charge ... +2
Spin multiplicity ... 5
Relative energy (zero: lowest compared OMol25 entry of this formula, charge and spin) ... 463.5 kJ/mol